The molecule C14H22O3S at a distorted geometry, computed with wB97M-V/def2-TZVPD.

The energy relative to the best compared isomer or geometry (same formula, charge and spin) comes out at 0.0 kJ/mol. The SMILES is CCCCSCc1cc(C(=O)O)oc1C(C)(C)C. The frontier orbital gap comes out at 9.1900 eV. The value obtained for the HOMO energy is -8.7 eV. As for the strongest force on any atom: 1.145 eV/A.

Each line ends with the Mulliken charge.
Geometry (Å):
C: -2.615 -0.719 4.086  -0.872
C: -3.359 -1.506 3.013  -0.348
C: -3.494 -0.745 1.693  -0.906
C: -2.177 -0.599 0.945  0.154
S: -1.574 -2.227 0.359  -0.172
C: 0.232 -1.910 0.345  -0.878
C: 0.574 -0.700 -0.445  0.945
C: 0.094 -0.454 -1.754  -0.857
C: 0.606 0.756 -2.137  0.369
C: 0.452 1.523 -3.378  0.196
O: -0.214 1.156 -4.307  -0.555
O: 1.124 2.691 -3.400  -0.549
O: 1.375 1.262 -1.135  -0.560
C: 1.354 0.386 -0.111  -0.129
C: 2.180 0.724 1.104  2.071
C: 3.240 -0.366 1.315  -1.615
C: 1.285 0.839 2.346  -1.518
C: 2.883 2.067 0.881  -1.981
H: -2.604 -1.276 5.019  0.366
H: -3.103 0.238 4.265  0.299
H: -1.585 -0.528 3.798  0.061
H: -4.361 -1.740 3.380  0.339
H: -2.847 -2.451 2.825  0.286
H: -4.202 -1.269 1.049  0.345
H: -3.892 0.254 1.887  0.361
H: -2.302 0.037 0.067  0.362
H: -1.403 -0.181 1.583  -0.285
H: 0.655 -2.805 -0.114  0.435
H: 0.568 -1.844 1.377  0.171
H: -0.550 -1.085 -2.331  0.573
H: 1.609 2.832 -2.574  0.438
H: 2.781 -1.336 1.481  0.330
H: 3.886 -0.439 0.444  0.404
H: 3.852 -0.120 2.179  0.436
H: 0.487 1.559 2.177  0.372
H: 0.843 -0.118 2.606  0.240
H: 1.877 1.176 3.193  0.499
H: 3.494 2.310 1.747  0.470
H: 3.530 2.024 0.008  0.368
H: 2.158 2.864 0.738  0.338

Atomic forces in eV per Å
C -0.115 -0.183 -0.131
C -0.075 0.164 -0.005
C 0.128 -0.273 0.099
C 0.112 -0.256 -0.292
S 0.129 0.118 0.097
C -0.491 -0.130 0.200
C 0.434 0.583 0.110
C 0.372 0.902 -0.389
C -0.516 -1.019 0.083
C -0.015 -0.050 0.044
O 0.165 0.103 0.207
O 0.074 0.270 -0.172
O 0.033 0.342 -0.267
C -0.277 -0.830 0.304
C 0.092 0.168 -0.025
C -0.135 0.140 -0.058
C 0.080 -0.024 -0.187
C -0.081 -0.147 -0.002
H 0.059 0.014 0.123
H -0.016 0.127 0.060
H 0.152 0.057 0.008
H -0.005 -0.072 0.002
H -0.084 -0.038 0.041
H -0.100 0.084 -0.035
H -0.067 0.000 -0.054
H 0.072 0.090 0.122
H 0.031 0.125 0.022
H 0.068 -0.015 0.098
H 0.116 -0.047 -0.080
H -0.169 -0.085 -0.181
H -0.097 -0.124 -0.047
H -0.027 -0.130 0.037
H 0.085 -0.028 -0.079
H 0.083 0.005 0.126
H -0.094 0.057 0.018
H -0.102 -0.091 0.063
H 0.072 0.023 0.119
H 0.054 0.002 0.107
H 0.074 0.054 -0.066
H -0.021 0.113 -0.017